#one
{"formula": "CH4IPS", "method": "ωB97M-V/def2-TZVPD", "species": ["C", "P", "S", "I", "H", "H", "H", "H"], "coordinates": [[-0.123, 0.380, -0.250], [0.383, 0.481, 1.498], [-0.451, -1.833, -0.602], [-2.145, 1.300, -0.368], [0.393, 0.651, -1.080], [1.190, -0.739, 1.498], [1.621, 1.301, 1.156], [-0.867, -1.541, -1.851]], "lowdin_charge": [-1.1499, 0.6225, 0.4061, 0.5874, -0.0815, -0.1092, -0.0601, -0.2153], "multiplicity": 1, "homo_ev": -9.262, "charge": 0, "gap_ev": 8.6919}

=====

#two
{"formula": "CH4IPS", "method": "ωB97M-V/def2-TZVPD", "species": ["C", "P", "S", "I", "H", "H", "H", "H"], "coordinates": [[0.051, -0.064, -0.179], [-1.580, 0.633, 0.072], [1.585, 1.147, 0.395], [3.336, -0.500, 0.278], [0.408, -1.106, 0.162], [0.127, 0.004, -1.346], [-1.927, 0.323, 1.328], [-2.001, -0.437, -0.711]], "lowdin_charge": [-0.8892, 0.7266, 0.0242, 0.3263, 0.0131, 0.0418, -0.1487, -0.0940], "smiles": "PCSI", "multiplicity": 1, "homo_ev": -8.762, "charge": 0, "gap_ev": 8.0948}

=====

#three
{"formula": "CH4IPS", "method": "ωB97M-V/def2-TZVPD", "species": ["C", "P", "S", "I", "H", "H", "H", "H"], "coordinates": [[-0.867, -0.072, 0.923], [2.265, 1.950, 0.291], [-0.651, 1.315, -0.184], [3.168, -0.259, -0.048], [0.202, -0.452, 0.940], [-1.655, -0.568, 0.374], [-1.198, 0.105, 1.940], [2.526, 2.097, -1.078]], "lowdin_charge": [-0.5936, 0.2162, 0.3918, 0.2561, -0.0296, 0.0028, 0.0186, -0.2622], "multiplicity": 1, "homo_ev": -8.658, "charge": 0, "gap_ev": 6.7165}

=====

#four
{"formula": "CH4IPS", "method": "ωB97M-V/def2-TZVPD", "species": ["C", "P", "S", "I", "H", "H", "H", "H"], "coordinates": [[-2.734, 0.529, 0.374], [2.401, -0.207, -0.595], [-1.246, -0.029, 0.926], [-3.717, 2.303, 0.792], [-3.231, -0.068, -0.273], [3.709, -0.583, -1.022], [2.786, -0.516, 0.787], [2.033, -1.429, -0.989]], "lowdin_charge": [-1.2081, 0.5843, 0.5103, 0.7801, -0.0994, -0.1806, -0.1484, -0.2382], "smiles": "S=CI.P", "multiplicity": 1, "homo_ev": [-9.212, -9.212], "charge": 0, "gap_ev": [8.1855, 8.1849]}

=====

Name the least stable of them. #one.

=====

#one
{"formula": "C2H3P", "method": "ωB97M-V/def2-TZVPD", "species": ["C", "C", "P", "H", "H", "H"], "coordinates": [[-0.297, 1.040, 0.170], [0.409, 0.015, 0.461], [2.040, 0.016, -0.061], [-0.352, 1.440, -0.791], [0.556, -0.524, 1.476], [2.230, 0.257, -1.272]], "lowdin_charge": [0.0224, -0.6687, 0.8280, 0.0069, 0.0640, -0.2527], "multiplicity": 1, "homo_ev": [-8.757, -8.081], "charge": 0, "gap_ev": [7.7698, 7.2364]}

=====

#two
{"formula": "C2H3P", "method": "ωB97M-V/def2-TZVPD", "species": ["C", "C", "P", "H", "H", "H"], "coordinates": [[0.466, -0.958, -0.554], [1.480, -1.579, -0.835], [-1.734, 0.732, 0.043], [2.190, -2.215, -1.183], [-1.131, 1.080, 1.205], [-2.174, -0.462, 0.633]], "lowdin_charge": [-0.1742, -0.1424, 0.7997, -0.0512, -0.2312, -0.2008], "multiplicity": 1, "homo_ev": [-9.644, -9.644], "charge": 0, "gap_ev": [7.3852, 7.3845]}

=====

Name the least stable of them. #two.

=====

#one
{"formula": "C4H8P2", "method": "ωB97M-V/def2-TZVPD", "species": ["C", "C", "C", "C", "P", "P", "H", "H", "H", "H", "H", "H", "H", "H"], "coordinates": [[0.210, 0.845, 1.113], [0.004, -0.595, -1.085], [0.249, 1.817, 2.190], [-0.588, -1.531, -2.100], [-0.736, 1.077, -1.099], [-0.158, -0.869, 0.807], [1.144, -0.404, -1.286], [0.374, 2.880, 1.848], [1.154, 1.582, 2.845], [-0.708, 1.898, 2.745], [-1.777, -1.243, -2.216], [-0.360, -2.638, -1.779], [-0.078, -1.268, -3.009], [1.269, -1.553, 1.025]], "lowdin_charge": [-0.5464, -1.0240, -0.2442, -0.2457, 0.8099, 0.7225, 0.0845, 0.0758, 0.0908, 0.0747, 0.1053, 0.0973, 0.0399, -0.0406], "multiplicity": 1, "homo_ev": [-8.079, -7.646], "charge": 0, "gap_ev": [7.9233, 6.7889]}

=====

#two
{"formula": "C4H8P2", "method": "ωB97M-V/def2-TZVPD", "species": ["C", "C", "C", "C", "P", "P", "H", "H", "H", "H", "H", "H", "H", "H"], "coordinates": [[0.361, -1.557, 0.980], [-1.387, 1.211, -0.647], [1.173, 1.005, -0.342], [0.008, 1.577, -0.020], [-0.114, -3.264, 0.808], [1.849, -2.339, 1.209], [-0.077, -0.626, 1.161], [-2.087, 1.814, -0.224], [-1.483, 0.064, -0.515], [-1.263, 1.403, -1.667], [2.021, 1.501, 0.164], [1.278, 0.239, -1.087], [-0.353, -3.285, -0.678], [0.074, 2.257, 0.858]], "lowdin_charge": [-0.8964, -0.0720, -0.0744, -0.2409, 0.4648, 0.6219, -0.0497, 0.0230, 0.0957, 0.0442, 0.0658, 0.0536, -0.1321, 0.0964], "smiles": "C1=P#[PH]1.C=CC", "multiplicity": 1, "homo_ev": -8.421, "charge": 0, "gap_ev": 8.1320}

=====

#three
{"formula": "C4H8P2", "method": "ωB97M-V/def2-TZVPD", "species": ["C", "C", "C", "C", "P", "P", "H", "H", "H", "H", "H", "H", "H", "H"], "coordinates": [[-1.639, 0.303, -0.526], [1.154, -0.480, -0.460], [-2.499, 0.884, 0.628], [2.398, -1.271, -0.317], [-0.440, -1.081, -0.376], [-2.142, -1.323, -1.382], [-1.545, 1.103, -1.303], [1.278, 0.553, -0.182], [-2.674, 0.063, 1.233], [-3.263, 1.399, 0.079], [-2.099, 1.713, 1.135], [2.319, -2.292, -0.563], [3.088, -1.399, 0.661], [3.152, -0.986, -1.070]], "lowdin_charge": [-0.8139, -0.4083, -0.1692, -0.2381, 0.6113, 0.5636, 0.0670, 0.0448, 0.0285, 0.0585, 0.0428, 0.0261, 0.1199, 0.0670], "smiles": "CC=P1=P[C@H]1C", "multiplicity": 1, "homo_ev": [-7.508, -7.493], "charge": 0, "gap_ev": [6.6616, 6.5209]}

=====

Name the least stable of them. #one.

=====

#one
{"formula": "C5H14O", "method": "ωB97M-V/def2-TZVPD", "species": ["C", "C", "H", "H", "H", "H", "H", "H", "C", "C", "C", "O", "H", "H", "H", "H", "H", "H", "H", "H"], "coordinates": [[0.054, 2.797, 0.423], [-1.226, 2.143, 0.895], [-0.071, 3.498, -0.399], [0.525, 3.255, 1.298], [0.827, 2.105, 0.101], [-1.900, 2.737, 1.511], [-1.912, 1.810, 0.110], [-1.017, 1.313, 1.576], [0.768, -1.349, -0.269], [-0.437, -1.942, 0.470], [1.145, -2.095, -1.540], [0.442, -0.003, -0.714], [1.579, -1.193, 0.445], [-0.828, -2.794, -0.092], [0.667, -3.076, -1.607], [0.975, -1.456, -2.398], [2.175, -2.476, -1.572], [-0.279, 0.345, -0.177], [-1.326, -1.311, 0.504], [-0.161, -2.309, 1.434]], "lowdin_charge": [-0.1603, -0.1874, 0.0700, 0.0698, 0.0483, 0.0644, 0.0718, 0.0654, -0.4259, -0.0437, -0.0513, -0.0988, 0.1287, 0.0691, 0.0679, 0.0791, 0.0741, 0.0152, 0.0771, 0.0662], "smiles": "CC(C)O.CC", "multiplicity": 1, "homo_ev": -10.018, "charge": 0, "gap_ev": 11.0906}

=====

#two
{"formula": "C5H14O", "method": "ωB97M-V/def2-TZVPD", "species": ["C", "C", "H", "H", "H", "H", "H", "H", "C", "C", "C", "O", "H", "H", "H", "H", "H", "H", "H", "H"], "coordinates": [[0.872, -1.869, -0.519], [2.255, -2.461, -0.922], [0.191, -2.108, -1.364], [0.332, -2.217, 0.355], [1.038, -0.732, -0.470], [2.457, -2.166, -1.920], [3.005, -2.165, -0.179], [2.315, -3.535, -0.760], [-0.927, 0.842, 0.483], [-0.353, 1.801, 1.523], [-2.106, 1.551, -0.161], [0.175, 0.716, -0.414], [-1.166, -0.201, 0.843], [-0.676, 1.453, 2.582], [-2.328, 1.131, -1.156], [-3.045, 1.437, 0.418], [-2.075, 2.667, -0.316], [0.021, 1.155, -1.266], [-0.702, 2.794, 1.556], [0.718, 1.907, 1.686]], "lowdin_charge": [-0.1756, -0.1671, 0.0660, 0.0504, 0.0590, 0.0449, 0.0576, 0.0497, -0.4442, -0.0731, -0.0778, -0.1340, 0.1508, 0.1027, 0.0787, 0.0870, 0.0960, 0.1097, 0.0440, 0.0755], "smiles": "CC(C)O.CC", "multiplicity": 1, "homo_ev": -9.666, "charge": 0, "gap_ev": 10.5629}

=====

Name the least stable of them. #two.

=====

#one
{"formula": "C5H14O", "method": "ωB97M-V/def2-TZVPD", "species": ["C", "C", "H", "H", "H", "H", "H", "H", "C", "C", "C", "O", "H", "H", "H", "H", "H", "H", "H", "H"], "coordinates": [[1.060, 2.249, 1.607], [1.947, 1.853, 0.404], [0.497, 1.400, 1.972], [1.620, 2.781, 2.372], [0.352, 3.009, 1.272], [1.955, 0.794, 0.159], [1.522, 2.208, -0.538], [2.963, 2.153, 0.632], [-0.950, -1.108, -1.056], [-0.206, -0.769, 0.231], [-1.353, -2.578, -1.050], [-2.122, -0.272, -1.061], [-0.276, -0.924, -1.894], [0.813, -1.132, 0.244], [-0.791, -3.145, -0.308], [-2.340, -2.650, -0.572], [-1.461, -3.137, -1.977], [-2.229, 0.034, -1.975], [-0.695, -1.065, 1.167], [-0.306, 0.299, 0.371]], "lowdin_charge": [-0.1576, -0.1650, 0.0432, 0.0579, 0.0621, 0.0294, 0.0655, 0.0580, -0.4658, -0.0788, -0.0657, -0.0559, 0.1346, 0.0809, 0.0702, 0.0831, 0.0702, 0.0934, 0.0931, 0.0474], "smiles": "CC(C)O.CC", "multiplicity": 1, "homo_ev": -10.359, "charge": 0, "gap_ev": 11.2583}

=====

#two
{"formula": "C5H14O", "method": "ωB97M-V/def2-TZVPD", "species": ["C", "C", "C", "C", "C", "H", "H", "H", "H", "H", "H", "H", "H", "H", "H", "H", "H", "H", "H", "O"], "coordinates": [[-1.098, 0.380, 1.993], [-0.022, 0.086, 0.886], [-0.296, -1.204, 0.207], [0.378, -1.119, -1.227], [-0.451, -0.180, -2.100], [-1.164, 1.474, 2.161], [-0.989, 0.010, 2.967], [-2.117, -0.044, 1.673], [0.967, 0.040, 1.471], [-0.035, 0.901, 0.130], [0.000, -2.272, 0.625], [-1.347, -1.367, 0.031], [1.405, -0.676, -1.113], [0.592, -2.120, -1.602], [-0.029, 0.056, -3.075], [-1.224, -0.829, -2.529], [-0.758, 0.828, -1.671], [2.259, 1.239, 0.221], [2.185, 2.834, 0.421], [1.743, 1.964, 0.530]], "lowdin_charge": [-0.0980, -0.3073, -0.2512, -0.2633, -0.1296, 0.0697, 0.0317, 0.0891, 0.1262, 0.0744, 0.1432, 0.0837, 0.0977, 0.0939, 0.0558, 0.0704, 0.0983, 0.0169, 0.0698, -0.0713], "smiles": "CCCCC.O", "multiplicity": 1, "homo_ev": -10.541, "charge": 0, "gap_ev": 11.3086}

=====

#three
{"formula": "C5H14O", "method": "ωB97M-V/def2-TZVPD", "species": ["C", "C", "C", "C", "C", "H", "H", "H", "H", "H", "H", "H", "H", "H", "H", "H", "H", "O", "H", "H"], "coordinates": [[0.000, 0.000, 0.000], [0.492, 2.207, -2.072], [1.457, 0.090, -3.071], [-0.601, -0.069, -1.399], [0.155, 0.810, -2.494], [-0.506, -0.690, 0.695], [-0.089, 1.026, 0.395], [1.069, -0.267, -0.045], [1.080, 2.800, -2.792], [1.084, 2.085, -1.149], [-0.429, 2.762, -1.827], [2.159, -0.015, -2.227], [1.925, 0.726, -3.841], [1.274, -0.908, -3.503], [-0.575, -1.126, -1.726], [-1.663, 0.234, -1.321], [-0.559, 0.851, -3.342], [-1.332, -0.700, -5.281], [-1.787, -0.203, -4.564], [-1.893, -0.557, -6.076]], "lowdin_charge": [-0.1316, -0.1069, -0.0686, -0.2328, -0.4287, 0.0734, 0.0682, 0.0736, 0.0833, 0.0730, 0.0856, 0.0672, 0.0724, 0.0712, 0.1066, 0.1047, 0.0916, -0.0861, 0.0330, 0.0509], "smiles": "CCC(C)C.O", "multiplicity": 1, "homo_ev": -10.794, "charge": 0, "gap_ev": 11.6196}

=====

Name the least stable of them. #two.

=====

#one
{"formula": "C3H4ClFO", "method": "ωB97M-V/def2-TZVPD", "species": ["C", "C", "C", "H", "H", "H", "H", "O", "F", "Cl"], "coordinates": [[0.385, 0.890, -0.302], [0.256, -0.433, 0.367], [-0.637, -1.356, 0.816], [-0.497, 1.813, -1.923], [0.494, 1.709, 0.479], [1.651, 0.933, -0.448], [1.351, -0.516, 0.739], [-0.531, 0.862, -1.482], [-0.207, -2.362, 1.612], [-2.265, -1.539, 0.141]], "lowdin_charge": [-0.2686, -0.1426, -0.6770, 0.1417, 0.1224, 0.1540, 0.1315, -0.1183, 0.0009, 0.6560], "smiles": "OC/C=C(/F)Cl", "multiplicity": 1, "homo_ev": -9.339, "charge": 0, "gap_ev": 9.8459}

=====

#two
{"formula": "C3H4ClFO", "method": "ωB97M-V/def2-TZVPD", "species": ["C", "C", "C", "O", "F", "Cl", "H", "H", "H", "H"], "coordinates": [[-2.439, -0.483, -0.344], [1.362, 1.184, -0.252], [1.492, -0.166, -0.290], [-1.913, -1.525, 0.107], [1.448, -0.931, 0.769], [-2.446, 0.838, 0.787], [1.526, 1.792, 0.579], [1.167, 1.635, -1.269], [1.217, -0.810, -1.054], [-1.415, -1.533, 0.965]], "lowdin_charge": [-0.5924, 0.0393, -0.2521, -0.0695, 0.0115, 0.5450, 0.0336, 0.0815, 0.0849, 0.1182], "multiplicity": 1, "homo_ev": -9.396, "charge": 0, "gap_ev": 10.0316}

=====

Name the least stable of them. #two.